Record 1
C29H46BF5NO6P2S | ωB97M-V/def2-TZVPD

Properties
E_HOMO = -10.609 eV
Total charge = +1
Lowest unoccupied orbital energy = -3.95 eV

Each line ends with the Löwdin charge.
Geometry (Å):
C1 4.03579 -1.67998 0.07201  0.1864
C2 3.08211 -0.98997 0.13906  -0.1402
C3 1.96067 -0.07821 0.18943  -0.3237
N1 0.67965 -0.53148 0.84428  -0.0286
S1 0.73047 -1.81550 2.00342  0.6719
C4 2.00383 -1.30230 3.13163  -0.0718
O1 -0.50198 -1.89669 2.72169  -0.2565
O2 1.10309 -3.02622 1.35409  -0.2359
C5 -0.31869 0.21310 0.44296  -0.1251
C6 -1.70062 0.04005 0.92769  -0.0789
C7 -2.53826 -0.88122 -0.00082  -0.1686
C8 -2.61339 -2.35201 0.41908  -0.1652
C9 -2.98414 -3.22476 -0.80571  -0.2016
C10 -4.22057 -4.08901 -0.58513  -0.2059
C11 -4.47423 -5.03510 -1.76966  -0.2178
C12 -3.84608 -6.42658 -1.60798  -0.2516
C13 -2.36677 -6.47323 -2.00769  -0.1134
C14 0.19717 1.26358 -0.57396  -0.1451
B1 -0.83138 1.66202 -1.78374  -0.5088
O3 -0.27410 1.79623 -3.02221  0.1256
C15 -2.38517 1.93409 -1.62557  -0.1247
C16 -2.85470 2.97139 -2.67769  -0.0839
C17 0.45307 2.63719 0.10875  -0.3897
F1 1.74946 2.96285 0.32136  0.1051
F2 -0.02646 3.60941 -0.73891  0.1148
C18 -0.26145 2.80940 1.44279  -0.1104
C19 -1.49322 3.43997 1.55848  -0.0015
C20 -2.07388 3.55910 2.81344  -0.0195
C21 -1.44438 3.08545 3.95253  0.0204
C22 -0.19446 2.48754 3.83854  -0.0841
C23 0.55166 2.00295 5.05390  -0.5726
F3 -0.07886 1.00408 5.68254  0.1630
F4 0.70498 3.01631 5.92913  0.1551
F5 1.79404 1.57193 4.74678  0.1240
C24 0.38298 2.33822 2.58480  0.0492
C25 1.40162 0.42211 -1.16476  -0.4861
P1 0.46702 -0.96700 -2.05102  0.9948
C26 0.81606 -0.82449 -3.84090  -0.2189
O4 1.18993 -2.37162 -1.65122  -0.2479
P2 2.92776 1.19383 -1.90920  0.9518
C27 3.68482 -0.07139 -3.01829  -0.2389
O5 2.48040 2.36628 -2.99421  -0.2992
H1 4.83038 -2.35748 -0.11865  0.0681
H2 2.29918 0.72316 0.85046  0.1367
H3 1.70208 -1.62058 4.11908  0.0906
H4 2.91905 -1.78593 2.80801  0.0732
H5 2.14023 -0.22594 3.08801  0.0548
H6 -2.15118 1.02593 0.90457  0.1046
H7 -1.71325 -0.27203 1.96603  0.1214
H8 -2.17471 -0.81800 -1.01489  0.0512
H9 -3.54902 -0.48118 -0.02108  0.1284
H10 -3.42303 -2.44879 1.13545  0.1194
H11 -1.67883 -2.73549 0.80648  0.0812
H12 -2.16422 -3.90114 -1.03989  0.0888
H13 -3.15812 -2.62115 -1.69668  0.1118
H14 -4.16004 -4.67930 0.32733  0.1142
H15 -5.10017 -3.44815 -0.51715  0.1119
H16 -4.07997 -4.59194 -2.68561  0.1039
H17 -5.54008 -5.15443 -1.94735  0.1041
H18 -3.94375 -6.73560 -0.56952  0.1020
H19 -4.37246 -7.13732 -2.23905  0.1008
H20 -1.76603 -6.07454 -1.18968  0.0579
H21 -2.02186 -7.49094 -2.16434  0.0685
H22 -2.17050 -5.88017 -2.89732  0.0698
H23 -0.10998 2.71583 -3.26563  0.1374
H24 -2.94022 1.02252 -1.83391  0.1070
H25 -2.63918 2.36027 -0.66042  0.0792
H26 -2.64530 2.65263 -3.69166  0.0773
H27 -2.47037 3.96200 -2.44981  0.0794
H28 -3.93803 3.02890 -2.59950  0.0781
H29 -1.97103 3.83867 0.67975  0.1197
H30 -3.03131 4.04616 2.92434  0.1205
H31 -1.89380 3.18493 4.92830  0.1347
H32 1.35378 1.88084 2.48508  0.1135
H33 1.57595 -1.54979 -4.11940  0.0495
H34 -0.10135 -1.14515 -4.32368  0.0488
H35 1.08079 0.18249 -4.13322  0.0317
H36 0.54974 -2.99127 -1.28176  0.0569
H37 3.42723 -1.06702 -2.66534  0.0258
H38 4.75615 0.07473 -3.01867  0.0444
H39 3.25192 0.02656 -4.01085  0.0314
H40 3.29037 2.80356 -3.28094  0.0617
C28 5.62591 5.22632 1.85724  -0.0880
C29 4.99412 3.94814 1.33910  -0.3266
O6 5.38658 2.82521 2.13158  -0.0912
H41 6.71221 5.13948 1.85288  0.0789
H42 5.33960 6.08346 1.24616  0.0758
H43 5.31945 5.41847 2.88815  0.0740
H44 5.31613 3.74991 0.31810  0.1080
H45 3.90157 4.02057 1.34344  0.0898
H46 5.09485 2.98967 3.03344  0.0736

Forces on atoms 1 to 2 (eV/Å):
C 1.3 -1.1 -0.3
C -1.7 0.5 0.2

=====

Record 2
CBr2N2O | ωB97M-V/def2-TZVPD

Properties
ΔE to the lowest compared entry with this formula, charge and spin = 1.840 eV
E_HOMO = -9.254 eV
Lowest unoccupied orbital energy = -1.34 eV

Each line ends with the natural charge from an NBO analysis.
Geometry (Å):
C1 -1.16309 0.12680 -0.35439  -0.3034
N1 1.30221 1.06583 0.61268  -0.0934
N2 1.74177 0.17399 0.17080  0.4507
O1 2.17295 -0.76784 -0.31022  -0.3435
Br1 -1.43575 -1.71320 0.20314  0.0556
Br2 -2.61809 1.11442 -0.32202  0.2340

Forces on atoms 1 to 2 (eV/Å):
C 1.8 -1.9 -0.2
N -1.4 3.5 1.9

=====

Record 3
C53H65FInN5O3PS | ωB97M-V/def2-TZVPD

Properties
ΔE to the lowest compared entry with this formula, charge and spin = 0.000 eV
E_HOMO = -9.693 eV
Total charge = +1
Lowest unoccupied orbital energy = -4.06 eV

Each line ends with the Löwdin charge.
Geometry (Å):
In1 0.40717 0.09296 -0.05135  1.0488
C1 -1.20593 -2.87384 1.94875  -0.0443
C2 -0.15523 -2.30184 2.90205  -0.3757
C3 0.21577 -3.32254 3.98215  -0.0388
C4 -0.63603 -1.02394 3.54775  -0.1642
C5 -1.66913 -1.07774 4.47595  -0.0483
C6 -2.10423 0.05986 5.13015  -0.0627
C7 -1.47693 1.26816 4.88805  -0.0236
C8 -0.45253 1.36986 3.96525  -0.1334
C9 0.32597 2.64896 3.79745  -0.3753
C10 1.55967 2.61016 4.70785  -0.0272
C11 -0.46803 3.92306 4.07435  -0.0684
C12 -0.04213 0.21936 3.25735  -0.2330
N1 0.96797 0.39126 2.31165  0.0240
C13 2.19277 -0.10794 2.56565  -0.3026
C14 2.56177 -0.68444 3.80335  -0.0283
C15 3.84657 -1.11244 4.04525  -0.0741
C16 4.83117 -1.00314 3.07345  -0.0781
C17 4.51507 -0.42064 1.85485  -0.0150
C18 3.23497 0.02476 1.62975  -0.2560
F1 2.94727 0.61586 0.43285  0.0007
H1 -0.89523 -3.85384 1.59515  0.0662
H2 -1.32543 -2.21764 1.08445  0.0451
H3 -2.16333 -2.98264 2.45145  0.0838
H4 0.74217 -2.08744 2.31505  0.0759
H5 -0.66463 -3.64854 4.52845  0.0794
H6 0.91837 -2.88294 4.68715  0.0778
H7 0.68787 -4.19914 3.54365  0.0684
H8 -2.14223 -2.02244 4.69905  0.1168
H9 -2.91163 0.01016 5.84475  0.1118
H10 -1.78463 2.14496 5.43075  0.1120
H11 0.66727 2.66416 2.76055  0.0829
H12 1.25767 2.60156 5.75365  0.0918
H13 2.18117 3.48866 4.54135  0.0853
H14 2.15467 1.72006 4.51455  0.0619
H15 -0.64073 4.05726 5.13885  0.0796
H16 -1.42533 3.91826 3.55925  0.0697
H17 0.10337 4.78486 3.73295  0.0796
H18 1.81857 -0.73684 4.58585  0.1192
H19 4.08437 -1.54144 5.00715  0.1093
H20 5.83257 -1.34994 3.27145  0.1037
H21 5.25727 -0.30324 1.08115  0.1207
C19 5.68937 -0.98304 -6.40575  -0.0402
C20 4.47827 -1.05054 -5.53255  -0.2570
C21 4.57817 -0.92324 -4.14835  -0.0165
C22 3.44417 -0.91494 -3.35185  -0.0411
C23 2.20807 -1.05284 -3.95105  -0.2838
C24 2.08367 -1.21174 -5.32015  -0.0546
C25 3.21877 -1.21284 -6.10735  -0.0177
S1 0.71637 -0.82344 -3.00815  0.5980
O1 -0.37003 -0.79524 -3.94495  -0.2871
O2 0.59607 -1.81634 -1.94955  -0.3752
N2 0.95037 0.55076 -2.20595  -0.1889
C26 0.97797 1.77826 -2.77335  -0.2853
C27 0.92057 2.02606 -4.13505  -0.0026
C28 0.96917 3.33006 -4.63235  -0.0521
C29 1.06497 4.41216 -3.79895  -0.0301
C30 1.16497 4.21056 -2.41025  -0.1406
C31 1.37047 5.26396 -1.49725  0.0136
C32 1.55767 4.97386 -0.17405  -0.0328
C33 1.44777 3.64046 0.24695  -0.1238
N3 1.20087 2.64736 -0.56615  0.0838
C34 1.11387 2.89136 -1.88265  -0.1545
H22 6.60077 -1.08214 -5.82445  0.0791
H23 5.72247 -0.02794 -6.92805  0.0915
H24 5.66087 -1.76024 -7.16545  0.0859
H25 5.54887 -0.80034 -3.69175  0.1167
H26 3.49367 -0.77764 -2.27945  0.1141
H27 1.09497 -1.30504 -5.74265  0.1150
H28 3.12857 -1.31214 -7.17895  0.1219
H29 0.83517 1.20036 -4.82285  0.1004
H30 0.92587 3.47936 -5.70185  0.1134
H31 1.08987 5.41776 -4.19205  0.1156
H32 1.39537 6.27946 -1.86285  0.1243
H33 1.75957 5.74836 0.54805  0.1126
H34 1.56897 3.39226 1.29165  0.1034
N4 1.99577 -2.02534 0.42065  0.1942
C35 2.07047 -3.14374 0.14025  -0.2099
N5 2.20577 -4.38734 -0.18445  -0.0690
C36 1.98207 -4.82294 -1.55455  -0.0887
C37 0.80807 -5.80734 -1.57875  -0.1721
O3 1.01527 -6.87414 -0.68235  -0.1151
C38 1.14117 -6.41724 0.64075  -0.1815
C39 2.33367 -5.46214 0.78525  -0.0882
H35 2.89107 -5.31684 -1.91635  0.1394
H36 1.75477 -3.95044 -2.16825  0.1136
H37 0.70457 -6.25524 -2.56595  0.1343
H38 -0.11653 -5.26864 -1.32325  0.1330
H39 1.28687 -7.30454 1.25785  0.1349
H40 0.21687 -5.90494 0.95105  0.1172
H41 3.25957 -6.01104 0.57755  0.1376
H42 2.37767 -5.05084 1.79385  0.1276
C40 -3.59123 0.43656 2.22515  -0.1000
C41 -4.17783 0.14726 0.84565  -0.6542
C42 -5.43763 0.99356 0.67035  -0.0658
C43 -4.50113 -1.34064 0.73455  -0.0802
P1 -2.76233 0.56186 -0.36795  1.1914
C44 -2.77003 2.39156 -0.27415  -0.3598
C45 -3.70973 3.19266 -0.91675  -0.0985
C46 -3.68273 4.56656 -0.76745  -0.0565
C47 -2.72853 5.16186 0.03865  -0.0573
C48 -1.80023 4.37376 0.69715  -0.0750
C49 -1.81753 2.99756 0.54005  -0.1164
C50 -3.25083 0.08576 -2.14665  -0.6491
C51 -4.72843 0.13356 -2.54035  -0.0709
C52 -2.44543 1.03396 -3.03345  -0.0935
C53 -2.77613 -1.36194 -2.31845  -0.1043
H43 -4.30353 0.17216 3.00615  0.1009
H44 -3.35923 1.49526 2.33165  0.0821
H45 -2.68003 -0.13904 2.37845  0.0518
H46 -6.15753 0.69636 1.43265  0.0976
H47 -5.90833 0.86536 -0.29875  0.0666
H48 -5.22413 2.04936 0.81825  0.0769
H49 -5.09763 -1.65474 1.58935  0.0952
H50 -3.58923 -1.93344 0.72195  0.0559
H51 -5.06853 -1.55874 -0.16635  0.0669
H52 -4.47483 2.74726 -1.53275  0.0917
H53 -4.41653 5.17046 -1.27705  0.1115
H54 -2.71603 6.23366 0.16225  0.1105
H55 -1.06733 4.83966 1.33745  0.0937
H56 -1.09443 2.37676 1.05775  0.0640
H57 -5.17483 1.11756 -2.42605  0.0641
H58 -5.31873 -0.58874 -1.98245  0.0676
H59 -4.79803 -0.13534 -3.59335  0.0982
H60 -2.89333 2.02416 -3.07955  0.0816
H61 -2.36573 0.63556 -4.04145  0.0935
H62 -1.43133 1.13856 -2.65315  0.0414
H63 -3.42313 -2.05604 -1.78505  0.0768
H64 -1.75123 -1.49874 -1.97535  0.0298
H65 -2.78883 -1.62144 -3.37435  0.0936

Forces on atoms 1 to 2 (eV/Å):
In 0.9 0.7 0.6
C 0.3 0.1 0.1